No. 1
Entry from the Open Molecules 2025 dataset: the molecule C3H2ClFS2 (ωB97M-V with the def2-TZVPD basis set).

```
9
Properties=species:S:1:pos:R:3:forces:R:3
H 0.78604 -1.03828 0.96411 -0.272 0.212 1.224
S -0.54210 0.05342 -2.11189 -0.056 0.038 -0.233
C 0.94822 -0.52843 0.05026 1.241 -2.042 -0.926
C -0.28472 0.07132 -0.52203 0.600 0.124 -1.392
C -1.25650 0.66345 0.33876 -1.153 1.045 1.106
H -2.03765 1.25498 -0.16404 0.344 -0.404 0.049
S -1.26599 0.56019 1.94818 0.027 -0.055 0.034
F 1.32945 -1.63552 -0.76524 0.051 1.478 0.433
Cl 2.32325 0.59888 0.26189 -0.781 -0.396 -0.294
```
Forces are in eV/Å.

The charge is 0. Its max |F| is 2.6 eV/A. The energy relative to the best compared isomer or geometry (same formula, charge and spin) comes out at 35.99 kJ/mol. As for the calculated total energy: -40052.06188 eV. Its HOMO energy is -9.59 eV. The calculation puts the gap between HOMO and LUMO at 0.2611 hartree. The spin multiplicity is 1.


No. 2
Entry from the Open Molecules 2025 dataset: a cluster of 2 separate species, C4H7IN2 in total (ωB97M-V with the def2-TZVPD basis set).

```
14
Properties=species:S:1:pos:R:3:forces:R:3
H 1.27663 -1.96586 0.24889 1.447 -3.455 1.003
H -0.66892 -1.37982 -1.06541 -1.062 -0.828 -0.074
H 1.68317 -0.60950 -0.85674 -1.717 -0.716 1.904
N -2.76745 2.88549 0.03488 2.180 2.583 0.025
I -4.08116 -0.41295 0.01028 0.325 0.103 0.070
H -1.11105 -1.32368 0.77891 0.947 -1.372 -0.681
N -1.63787 3.27081 0.00748 -2.351 0.748 0.587
H -1.45573 4.28790 -0.31157 -0.146 -1.023 -0.292
H 1.12880 -0.30570 0.95108 1.141 -1.097 -0.864
H -0.46566 1.20995 -0.00506 2.197 2.467 -0.057
C -1.09722 0.42415 -0.07784 -0.757 -2.114 -0.106
C 1.04667 -1.01091 0.06400 -1.468 5.411 -0.396
C -2.35152 0.72952 0.04716 -1.004 -1.965 -0.573
C -0.50726 -0.97409 -0.08182 0.268 1.258 -0.545
```
Forces are in eV/Å.

The charge is 0. Its max |F| is 5.6 eV/A. The energy relative to the best compared isomer or geometry (same formula, charge and spin) comes out at 256.76 kJ/mol. As for the calculated total energy: -15335.63579 eV. Its HOMO energy (alpha / beta) is -6.92 / -8.84 eV. The calculation puts the gap between HOMO and LUMO (alpha / beta) at 0.2771 / 0.2758 hartree. The spin multiplicity is 3.